88
Properties=species:S:1:pos:R:3:forces:R:3 method="wB97M-V/def2-TZVPD" fmax_ev_per_a=3.5 e_lumo_ev=-0.19 total_charge=0 homo_energy_ev=-9.090 energy_ha=-2478.2384 smiles="NC(N)=O.NC(N)=O.NC(N)=O.NC(N)=O.NC(N)=O.NC(N)=O.NC(N)=O.NC(N)=O.NC(N)=O.NC(N)=O.NC(N)=O"
N 1.0478 -3.0847 2.3033 -1.280 -0.136 0.939
C 2.1663 -3.2758 1.6036 1.336 -0.871 -0.106
N 2.3551 -2.3456 0.6197 -0.164 0.431 -0.287
O 2.9904 -4.1727 1.7542 -0.530 0.012 -0.060
H 0.6265 -2.1669 2.3801 -0.041 -0.270 -0.426
H 0.7293 -3.7847 2.9493 0.518 -0.032 0.123
H 3.1766 -2.4682 0.0578 -0.366 -0.016 -0.420
H 1.6300 -1.6744 0.4277 0.297 0.189 -0.255
N -2.5188 0.5565 3.7076 -0.037 0.602 0.168
C -3.1588 1.6965 3.3076 -2.655 1.585 1.026
N -3.3508 1.7841 1.9713 1.735 -1.321 -0.377
O -3.6838 2.5074 4.0754 0.958 -0.727 0.080
H -2.0373 -0.0121 3.0324 0.274 -0.327 0.448
H -2.5377 0.4166 4.7015 0.469 -0.269 -0.120
H -4.0725 2.3054 1.5066 -0.016 0.094 0.242
H -2.9822 0.9152 1.6191 -0.631 0.351 -1.580
N -5.3944 -2.9822 1.9893 -0.606 0.137 0.071
C -4.4431 -2.8352 1.0278 0.712 -0.770 0.976
N -3.1857 -2.8226 1.6232 -0.628 0.410 -1.980
O -4.6225 -2.8065 -0.1743 -0.242 0.087 0.188
H -6.3451 -3.2290 1.7829 0.087 0.149 -0.112
H -5.0618 -3.0121 2.9327 -0.456 -0.090 0.179
H -2.4852 -2.7183 0.9003 0.607 -0.045 0.673
H -3.0525 -2.8916 2.6105 0.388 0.075 -0.055
N 3.5563 2.9981 -1.2920 -0.562 -0.405 -0.853
C 3.9527 4.2791 -1.4823 1.096 0.773 1.866
N 3.2573 4.9809 -2.4131 -0.095 0.726 -0.596
O 4.8270 4.8310 -0.8155 -0.496 -0.448 -0.475
H 2.7236 2.7917 -1.8189 -0.080 -0.576 0.394
H 3.7203 2.5194 -0.4183 0.279 -0.013 0.032
H 3.4319 5.9704 -2.3848 0.013 -0.073 -0.282
H 2.5890 4.5995 -3.0524 -0.014 -0.090 0.169
N -0.4952 3.6484 -3.5229 -1.287 -0.203 0.522
C 0.3322 2.5988 -3.3264 0.066 -0.832 0.320
N 1.4726 2.6954 -4.0504 0.300 1.053 -0.319
O 0.0311 1.6481 -2.6023 0.288 0.144 -0.251
H -1.4018 3.4774 -3.1052 -0.058 0.475 0.079
H -0.2433 4.5919 -3.7524 0.155 -0.095 -0.103
H 2.2479 2.0637 -4.1351 -0.247 -0.239 0.348
H 1.4798 3.5616 -4.5604 0.614 -0.354 -0.584
N -2.2281 -5.0568 -1.5793 0.310 -0.076 -0.100
C -1.4086 -4.0045 -1.3364 -1.107 1.023 0.516
N -0.1112 -4.3124 -1.3938 1.342 -0.593 -0.339
O -1.7996 -2.8661 -1.0533 0.180 -0.152 -0.338
H -3.2301 -4.9861 -1.5715 0.051 0.216 0.137
H -1.7578 -5.9208 -1.7712 -0.587 -0.298 -0.074
H 0.6098 -3.6169 -1.3165 -0.191 0.082 0.247
H 0.1627 -5.2502 -1.6252 0.269 0.097 0.044
N -0.9836 0.0589 -0.2538 -0.164 0.969 0.925
C -0.1261 0.1365 0.8106 0.519 -1.667 -3.044
N 0.9609 0.8979 0.4970 0.147 0.424 1.350
O -0.1615 -0.6945 1.7123 -0.282 0.688 1.338
H -1.5223 -0.7729 -0.4213 -0.059 -0.161 0.061
H -0.7663 0.7068 -0.9887 -0.333 -0.292 -0.581
H 0.9225 1.5366 -0.2793 0.025 0.009 0.035
H 1.6505 1.0502 1.2196 0.119 0.121 -0.182
N 6.0438 0.6865 2.3397 0.264 1.728 0.578
C 4.9415 0.2873 1.6496 0.230 -0.460 -0.873
N 4.9653 -1.0378 1.4215 0.622 -0.489 -0.020
O 4.0853 1.0468 1.2043 -0.237 0.308 0.596
H 6.1538 1.6736 2.5043 -0.111 -0.016 -0.207
H 6.8227 0.1333 2.6435 -0.327 -0.445 -0.092
H 4.1834 -1.5763 1.0947 -0.054 0.359 0.283
H 5.8494 -1.4738 1.6099 -0.350 -0.578 0.074
N -1.5287 -0.0767 -5.4736 -0.104 0.337 -0.122
C -2.3240 -0.1530 -4.3870 -1.532 0.850 0.885
N -2.0461 -1.1614 -3.5498 1.081 -1.040 0.625
O -3.2608 0.6435 -4.2052 0.809 -0.763 -0.755
H -1.8524 0.5863 -6.1559 0.601 0.001 -0.148
H -0.6697 -0.5912 -5.5036 -0.031 0.089 -0.525
H -2.5592 -1.4793 -2.7405 -0.356 0.580 -0.041
H -1.1116 -1.5352 -3.5774 -0.125 -0.209 -0.052
N 4.0345 -0.4027 5.7086 0.948 0.519 0.548
C 3.2699 -1.1039 4.8330 -0.576 -1.149 0.198
N 2.5146 -0.2605 4.0709 0.315 -0.350 0.021
O 3.1998 -2.3251 4.7834 0.058 0.730 0.213
H 4.5992 -0.8169 6.4272 -0.045 -0.372 -0.302
H 4.0512 0.5979 5.6509 -0.034 0.018 0.206
H 2.8630 0.6766 4.0126 -0.799 0.256 -0.511
H 1.7042 -0.6484 3.6218 0.124 0.435 -0.428
N -4.8012 1.9868 -2.4183 -1.643 -0.240 -1.164
C -4.2688 2.7507 -1.4628 1.413 2.503 -0.161
N -2.9073 2.6089 -1.3346 0.155 -0.168 0.218
O -4.8538 3.6976 -0.9350 0.075 -0.871 0.394
H -5.5021 2.5846 -2.8416 -0.476 -0.667 0.000
H -4.2101 1.5464 -3.1255 0.009 -0.105 0.540
H -2.4482 1.8164 -1.7482 0.161 0.046 0.149
H -2.4203 3.2583 -0.7428 -0.008 -0.322 0.278